A 13-piece molecular cluster, H26O13 overall in a non-equilibrium geometry, computed with ωB97M-V/def2-TZVPD.

Its energy above the lowest of the compared OMol25 structures with the same formula, charge and spin is 74.24 kcal per mole. The total charge is 0. The calculation puts the electronic energy at -993.65493 a.u. For the LUMO energy, the calculation gives -0.54 eV.

```
39
Properties=species:S:1:pos:R:3:nbo_charge:R:1
O -1.667 -2.842 -1.616 -0.968
O -1.732 0.403 -1.514 -0.951
O 1.524 -2.297 2.720 -0.973
O 1.195 1.584 3.422 -0.987
O -1.556 1.409 1.856 -0.960
O 0.721 2.113 -1.398 -0.960
O 0.115 1.035 -3.914 -0.948
O -0.748 -2.725 0.983 -0.992
O -3.029 -1.000 0.177 -0.969
O 0.234 0.056 0.596 -0.962
O 0.572 -1.245 -2.384 -0.993
O 2.675 0.313 1.574 -0.963
O 1.317 3.322 1.001 -0.928
H 1.125 4.073 0.460 0.447
H 1.923 0.155 1.018 0.482
H -1.840 -3.764 -1.673 0.485
H -0.948 -2.700 -1.041 0.493
H 0.850 1.626 -3.996 0.470
H 0.965 -1.729 3.268 0.492
H -1.991 1.288 -1.259 0.496
H -0.042 -3.097 1.519 0.512
H -2.124 1.814 1.156 0.439
H 2.228 -2.661 3.297 0.488
H -2.498 -0.495 -0.476 0.463
H -2.244 0.202 -2.343 0.505
H 0.094 0.197 -0.346 0.504
H -0.305 -1.567 -2.263 0.482
H 3.317 0.136 0.859 0.464
H 1.010 2.452 3.065 0.492
H 0.054 -0.805 0.849 0.509
H 1.201 2.667 0.354 0.469
H 1.712 1.030 2.881 0.483
H 1.047 2.947 -1.782 0.488
H -2.592 -1.833 -0.085 0.453
H -1.486 -3.372 0.937 0.487
H 1.451 1.503 -1.442 0.487
H -0.829 0.931 1.456 0.484
H 0.654 -0.392 -2.811 0.486
H -0.352 1.268 -3.103 0.492
```

---

One molecule with the formula C4H5ClN2O in a non-equilibrium geometry, computed with ωB97M-V/def2-TZVPD.

Its energy above the lowest of the compared OMol25 structures with the same formula, charge and spin is 78.74 kcal per mole. The total charge is 0. The calculation puts the electronic energy at -800.25409 a.u. Its SMILES is C=N/C=C\N=C(\O)Cl. For the LUMO energy, the calculation gives 0.34 eV.

```
13
Properties=species:S:1:pos:R:3:nbo_charge:R:1
Cl -1.660 -0.578 1.476 -0.024
O 0.759 -1.564 1.756 -0.683
N 0.189 1.659 -0.723 -0.412
N 0.209 -1.215 -0.344 -0.517
C -0.529 0.741 -1.351 -0.056
C -0.507 -0.611 -1.380 -0.080
C 0.542 1.550 0.490 -0.051
C -0.029 -0.983 0.864 0.542
H -1.069 1.140 -2.203 0.192
H 1.380 2.238 0.935 0.177
H 1.440 -2.176 1.255 0.518
H -0.044 1.077 1.420 0.174
H -0.681 -1.277 -2.195 0.220
```

---

C29H28N4O7V as an isolated structure in a non-equilibrium geometry, computed with ωB97M-V/def2-TZVPD.

The total charge is +1. The multiplicity is 3. The calculation puts the electronic energy at -2811.48423 a.u. For the LUMO energy (alpha / beta), the calculation gives -3.27 / -3.23 eV.

```
69
Properties=species:S:1:pos:R:3:nbo_charge:R:1
V -14.699 -12.637 5.330 1.737
O -15.388 -13.765 6.714 -0.795
O -13.761 -10.987 5.220 -0.786
O -13.841 -13.947 4.062 -0.784
O -14.949 -14.475 8.795 -0.542
O -11.273 -11.175 1.029 -0.472
O -17.904 -10.426 3.255 -0.461
O -11.739 -10.427 4.445 -0.592
N -11.922 -12.581 2.614 -0.563
N -16.584 -11.887 4.342 -0.606
N -14.485 -11.158 2.650 -0.388
N -12.846 -13.258 6.403 -0.453
C -9.516 -12.993 3.305 -0.087
C -12.180 -11.554 1.919 0.592
C -14.666 -13.870 7.827 0.776
C -18.551 -14.530 4.425 -0.188
C -12.765 -14.917 4.495 -0.077
C -12.541 -14.719 6.007 -0.240
C -13.440 -9.439 1.347 -0.189
C -20.020 -15.361 2.736 -0.188
C -20.033 -14.082 2.125 -0.212
C -18.683 -10.873 4.424 -0.083
C -7.436 -12.776 5.064 -0.207
C -10.565 -13.100 2.208 -0.096
C -19.222 -15.600 3.834 -0.200
C -8.127 -11.613 4.646 -0.210
C -14.667 -8.746 1.294 -0.137
C -8.933 -14.147 3.758 -0.213
C -7.830 -14.022 4.647 -0.206
C -13.409 -10.648 2.012 0.160
C -15.646 -10.518 2.516 0.105
C -18.611 -13.266 3.882 -0.093
C -16.714 -11.004 3.405 0.616
C -9.179 -11.750 3.805 -0.164
C -12.449 -11.072 5.156 0.810
C -15.857 -9.373 1.740 -0.177
C -19.334 -13.053 2.694 -0.167
C -18.035 -12.203 4.731 -0.108
C -13.243 -13.151 7.792 -0.348
C -10.243 -12.187 1.033 -0.093
C -11.871 -12.207 6.053 -0.365
H -18.021 -14.749 5.329 0.220
H -12.557 -8.968 0.920 0.257
H -13.354 -12.145 8.142 0.233
H -9.274 -11.719 1.172 0.215
H -12.551 -13.567 8.529 0.231
H -10.680 -14.132 1.889 0.214
H -13.445 -13.434 3.317 0.552
H -6.759 -12.757 5.906 0.225
H -9.292 -15.164 3.434 0.215
H -14.789 -7.736 0.918 0.239
H -13.189 -15.905 4.293 0.223
H -19.313 -12.109 2.213 0.208
H -18.518 -10.101 5.190 0.209
H -11.488 -11.759 6.976 0.238
H -11.019 -12.628 5.527 0.249
H -20.554 -13.970 1.186 0.225
H -18.058 -12.528 5.787 0.246
H -19.197 -16.592 4.329 0.228
H -11.849 -14.717 3.926 0.220
H -11.535 -14.835 6.237 0.219
H -7.766 -10.666 5.054 0.230
H -10.287 -12.729 0.095 0.206
H -7.418 -14.965 5.067 0.225
H -16.837 -8.890 1.695 0.255
H -20.624 -16.141 2.273 0.225
H -19.731 -10.964 4.211 0.230
H -9.707 -10.919 3.417 0.225
H -13.082 -15.409 6.600 0.234
```

---

C21H18FeN5OS3 as an isolated structure, computed with ωB97M-V/def2-TZVPD.

Its energy above the lowest of the compared OMol25 structures with the same formula, charge and spin is 25.90 kcal per mole. The total charge is 0. The multiplicity is 6. The calculation puts the electronic energy at -3618.36499 a.u. For the LUMO energy (alpha / beta), the calculation gives -0.28 / -0.31 eV.

```
49
Properties=species:S:1:pos:R:3:nbo_charge:R:1
Fe 0.317 -0.396 -1.098 1.584
S -1.167 3.603 -2.880 0.389
S 2.876 -1.221 -2.634 -0.337
S 0.797 1.267 -2.981 -0.317
O 0.610 -1.994 -0.571 -0.987
N -1.081 -0.527 0.844 -0.445
N 2.204 -3.709 -3.482 -0.529
N -1.187 1.576 -1.280 -0.639
N 2.983 -3.681 -1.478 -0.348
N 1.244 0.744 0.550 -0.507
C -4.328 4.176 -0.404 -0.231
C 3.054 2.097 1.294 -0.247
C -2.269 2.365 -0.912 0.200
C 2.482 2.164 2.555 -0.147
C -3.445 4.439 -1.436 -0.199
C -0.531 2.085 -2.290 -0.090
C 2.679 -4.993 -1.784 -0.068
C -1.249 -0.048 3.163 -0.220
C 1.286 1.511 2.793 -0.226
C -2.422 3.533 -1.679 -0.258
C -3.160 2.123 0.133 -0.247
C -2.195 -1.243 0.916 0.074
C -2.415 -0.788 3.237 -0.162
C -2.900 -1.407 2.095 -0.247
C 2.694 -2.876 -2.529 0.275
C 2.396 1.374 0.317 0.081
C -4.180 3.026 0.373 -0.212
C -0.597 0.058 1.936 0.165
C 3.474 -3.175 -0.213 -0.408
C 0.682 0.800 1.762 0.191
C 2.192 -5.017 -3.038 -0.090
H 2.734 -2.481 0.184 0.259
H -3.805 -1.998 2.111 0.228
H -3.057 1.243 0.752 0.214
H 3.986 2.591 1.063 0.231
H 4.425 -2.667 -0.365 0.214
H -4.874 2.837 1.182 0.210
H 0.833 1.563 3.771 0.219
H 2.785 1.283 -0.690 0.237
H 2.823 -5.787 -1.074 0.225
H -0.858 0.427 4.050 0.217
H -5.134 4.867 -0.196 0.213
H 2.961 2.723 3.349 0.223
H 3.606 -4.018 0.462 0.200
H 1.838 -5.832 -3.641 0.227
H -3.547 5.332 -2.039 0.218
H -2.523 -1.707 -0.006 0.212
H 1.902 -3.358 -4.373 0.433
H -2.937 -0.883 4.181 0.222
```

---

C7H9INOS as an isolated structure in a non-equilibrium geometry, computed with ωB97M-V/def2-TZVPD.

Its energy above the lowest of the compared OMol25 structures with the same formula, charge and spin is 0.00 kcal per mole. The total charge is +1. The calculation puts the electronic energy at -1097.53884 a.u. For the LUMO energy, the calculation gives -5.26 eV.

```
20
Properties=species:S:1:pos:R:3:nbo_charge:R:1
I -3.696 0.273 -0.089 0.812
S 1.155 -0.710 0.414 1.379
O 1.927 -1.101 -1.060 -0.865
N -0.145 -1.471 0.377 -0.864
C 0.733 1.045 -0.080 -0.439
C -3.221 -2.664 0.563 -0.390
C 1.604 1.898 0.788 -0.616
C -1.587 0.417 -0.357 -0.070
C -2.670 -1.571 0.144 -0.074
C -0.771 1.348 0.003 -0.203
C -1.242 -1.067 -0.350 -0.151
H -1.302 -1.471 -1.302 0.228
H 2.589 -1.688 -0.681 0.488
H -1.053 2.401 0.419 0.267
H 1.207 2.179 1.785 0.223
H 2.363 1.319 1.060 0.221
H -4.359 -2.833 0.716 0.258
H 1.140 1.260 -1.043 0.275
H 1.835 2.869 0.399 0.241
H -2.603 -3.629 0.695 0.279
```

---

A 9-piece molecular cluster, C23H64O13 overall in a non-equilibrium geometry, computed with ωB97M-V/def2-TZVPD.

Its energy above the lowest of the compared OMol25 structures with the same formula, charge and spin is 315.92 kcal per mole. The total charge is 0. The calculation puts the electronic energy at -1892.28115 a.u. Its SMILES is CC(C)O.CC(C)O.CC(C)O.CC(C)O.CC(C)O.OCCO.OCCO.OCCO.OCCO. For the LUMO energy, the calculation gives 0.33 eV.

```
100
Properties=species:S:1:pos:R:3:lowdin_charge:R:1
O -25.262 10.678 0.585 -0.105
O -24.629 8.348 -0.609 -0.129
O -26.785 13.357 3.807 -0.100
O -31.157 9.069 -3.124 -0.002
O -24.251 9.202 3.887 -0.041
O -30.918 6.463 -2.596 -0.042
O -29.717 12.394 -2.959 -0.066
O -34.062 11.854 3.711 -0.025
O -26.974 17.754 -1.529 -0.112
O -26.101 14.950 0.663 -0.070
O -29.761 5.661 3.467 -0.096
O -31.376 6.017 1.029 -0.076
O -27.242 12.536 1.262 -0.030
C -28.383 15.096 4.354 -0.091
C -26.882 7.753 -0.297 -0.067
C -25.611 7.352 -0.875 -0.507
C -29.206 6.951 3.595 -0.540
C -28.117 6.965 4.762 -0.028
C -31.511 6.716 -0.211 -0.189
C -29.827 11.126 -3.565 -0.220
C -31.000 10.377 -2.797 -0.237
C -29.638 13.138 1.030 -0.025
C -24.567 10.780 1.912 -0.161
C -28.630 12.588 5.156 -0.047
C -26.598 15.455 -0.572 -0.237
C -33.285 11.300 4.818 -0.408
C -28.512 12.255 0.613 -0.338
C -30.831 5.887 -1.358 -0.290
C -25.575 7.216 -2.409 -0.031
C -31.984 10.862 4.140 -0.059
C -24.887 9.467 2.656 -0.282
C -26.477 17.019 -0.461 -0.281
C -28.836 10.650 0.963 0.014
C -27.693 13.724 4.851 -0.457
C -30.343 7.889 3.807 -0.097
C -33.042 12.426 5.935 -0.007
H -30.548 7.311 -2.592 0.021
H -31.423 4.906 -1.402 0.138
H -24.811 7.460 -3.045 0.044
H -27.581 15.949 4.491 0.089
H -27.091 17.383 0.390 0.111
H -28.759 10.624 -3.425 0.151
H -29.026 12.378 4.280 0.004
H -29.452 14.205 0.688 0.111
H -30.749 10.410 -1.791 0.079
H -26.549 14.174 0.961 0.015
H -26.003 14.993 -1.635 0.174
H -30.341 12.690 0.529 0.011
H -32.224 9.720 3.914 0.091
H -25.881 6.117 -2.506 0.109
H -25.123 6.500 -0.200 0.177
H -30.380 5.723 2.651 0.087
H -25.146 9.864 0.078 0.021
H -26.711 7.881 0.833 0.101
H -28.628 6.662 5.730 0.089
H -28.860 15.188 3.265 0.080
H -29.494 12.957 -3.643 0.044
H -25.381 17.424 -0.202 0.152
H -31.896 11.087 -2.942 0.156
H -28.219 12.268 -0.469 0.148
H -27.041 8.697 -0.648 0.024
H -32.278 11.956 6.546 0.069
H -27.236 12.997 2.975 0.070
H -23.704 8.066 -0.888 0.152
H -31.291 10.713 4.930 0.045
H -23.384 10.622 1.818 0.154
H -33.713 12.450 6.662 0.016
H -30.860 7.700 0.114 0.157
H -31.629 8.960 -3.853 0.037
H -24.720 11.547 2.606 0.089
H -32.133 5.548 1.101 0.036
H -26.880 18.705 -1.741 0.106
H -28.715 7.172 2.619 0.120
H -29.828 8.939 3.820 0.094
H -32.532 7.000 -0.580 0.135
H -29.355 12.577 5.886 0.049
H -30.725 7.595 4.729 0.052
H -31.193 7.906 2.846 0.149
H -28.033 11.753 5.552 0.099
H -26.064 9.330 2.929 0.160
H -31.740 11.329 3.136 0.101
H -27.596 15.167 -0.776 0.070
H -27.750 7.816 5.072 -0.020
H -29.883 5.404 -1.163 0.100
H -29.352 15.394 5.036 0.100
H -33.640 10.539 5.312 0.072
H -27.236 6.109 4.532 0.147
H -26.466 7.593 -2.864 0.061
H -30.119 11.267 -4.619 0.116
H -26.716 12.026 0.918 -0.093
H -28.630 10.361 2.022 0.082
H -34.884 11.821 4.091 0.030
H -29.680 13.077 2.161 0.100
H -27.103 14.274 5.665 0.143
H -28.056 10.108 0.579 -0.006
H -27.825 6.974 -0.621 0.171
H -32.662 13.260 5.408 0.074
H -29.845 10.455 0.653 0.055
H -24.617 8.772 1.760 0.114
H -23.346 9.052 3.891 0.046
```

---

C35H58N4O3P2PbSi4Te as an isolated structure in a non-equilibrium geometry, computed with ωB97M-V/def2-TZVPD.

Its energy above the lowest of the compared OMol25 structures with the same formula, charge and spin is 75.37 kcal per mole. The total charge is -2. The calculation puts the electronic energy at -4114.77826 a.u. For the LUMO energy, the calculation gives 3.97 eV.

```
108
Properties=species:S:1:pos:R:3:lowdin_charge:R:1
Pb 1.489 0.183 0.474 0.809
Te -0.614 -1.527 -0.436 0.575
P 0.686 2.832 -1.585 0.859
P 3.990 2.784 -0.755 0.890
Si -2.567 -1.884 1.117 0.019
Si -4.454 -1.421 -0.242 0.343
Si -2.585 -4.221 1.473 0.338
Si -3.044 -0.893 3.199 0.365
O 0.391 -0.071 -3.098 -0.249
O -0.572 2.702 2.813 0.028
O 1.532 -2.191 -2.018 -0.322
N 7.124 -4.835 2.297 0.107
N 0.981 4.187 3.480 0.143
N 0.985 -1.000 -3.772 -0.293
N 1.536 -2.058 -3.263 -0.082
C 0.501 0.328 -7.177 -0.113
C -4.675 -1.641 3.868 -0.222
C 5.499 -1.945 1.231 -0.062
C 1.753 -1.706 -7.335 -0.121
C 5.547 3.769 -1.102 -0.327
C 5.204 -3.240 1.669 -0.272
C -1.193 -4.712 2.680 -0.224
C 3.119 -1.459 0.958 -0.321
C 4.468 -1.089 0.888 -0.147
C -3.296 0.987 3.178 -0.206
C -2.189 -5.104 -0.166 -0.242
C 3.669 2.344 -2.522 -0.325
C 1.168 -0.606 -7.956 -0.138
C 1.031 -0.912 -5.177 -0.172
C 6.257 -4.128 2.017 -0.224
C 1.686 -1.869 -5.965 -0.034
C 1.467 4.183 -0.561 -0.371
C -1.767 -1.217 4.572 -0.209
C 1.681 1.891 3.251 -0.258
C 1.264 0.479 2.845 -0.349
C 2.861 -2.766 1.390 -0.125
C 2.631 6.242 0.943 -0.121
C -6.132 -2.240 0.188 -0.227
C 3.411 5.219 0.432 -0.133
C 0.584 2.919 3.117 -0.541
C 0.035 3.996 -2.903 -0.289
C 3.867 -3.646 1.743 -0.049
C 2.864 4.188 -0.341 -0.397
C 0.700 5.215 -0.019 -0.113
C -4.839 0.446 -0.347 -0.225
C -4.140 -1.945 -2.044 -0.240
C 1.264 6.240 0.719 -0.122
C -0.919 2.599 -0.700 -0.312
C -4.135 -5.142 2.123 -0.227
C 0.430 0.180 -5.802 -0.025
H -3.976 -6.220 2.200 0.017
H -3.630 1.375 4.144 0.025
H -3.026 -5.019 -0.865 0.010
H 2.132 -2.723 -5.483 0.094
H -4.583 -2.725 3.961 -0.003
H -5.497 -1.447 3.175 0.001
H -3.179 -1.543 -2.373 -0.006
H 4.472 5.232 0.644 0.076
H -0.078 0.893 -5.170 0.094
H 0.854 4.345 -3.536 0.020
H 3.018 1.471 -2.546 -0.001
H -1.289 1.626 -1.028 -0.005
H -4.961 -1.246 4.846 0.018
H 3.641 -4.654 2.072 0.106
H -3.910 1.001 -0.493 0.014
H 1.987 1.947 4.306 0.109
H -0.375 5.198 -0.159 0.096
H -1.605 -2.286 4.724 0.006
H 1.236 -0.482 -9.030 0.081
H -5.297 0.810 0.575 0.004
H -1.657 3.369 -0.936 0.034
H -5.508 0.695 -1.174 0.018
H 1.946 -0.218 3.342 0.026
H 0.269 0.300 3.255 -0.008
H -0.807 -0.782 4.293 -0.006
H 4.720 -0.090 0.543 0.051
H 3.197 3.161 -3.067 0.027
H 4.620 2.084 -2.993 0.029
H -1.331 -4.619 -0.635 -0.011
H 2.283 -2.439 -7.932 0.089
H 0.350 4.933 3.242 0.086
H -6.021 -3.325 0.239 -0.001
H -4.909 -1.601 -2.739 0.018
H -0.761 2.556 0.377 0.011
H 1.832 -3.108 1.440 0.067
H 1.959 4.413 3.413 0.082
H -6.493 -1.907 1.163 0.000
H -1.451 -4.449 3.709 0.005
H -4.985 -4.978 1.458 -0.001
H -2.063 -0.780 5.528 0.024
H 6.022 4.088 -0.175 0.012
H -6.908 -2.019 -0.548 0.017
H 6.239 3.100 -1.613 0.022
H -0.487 4.862 -2.490 0.018
H 0.643 7.026 1.136 0.095
H 0.041 1.189 -7.646 0.090
H -0.660 3.421 -3.519 0.027
H -4.422 -4.777 3.111 -0.003
H 6.537 -1.638 1.156 0.102
H 3.089 7.033 1.528 0.092
H 2.543 2.237 2.663 0.091
H -2.361 1.489 2.925 -0.004
H -1.957 -6.164 -0.046 0.018
H -0.960 -5.778 2.656 0.019
H -4.034 1.278 2.428 0.001
H -0.282 -4.167 2.424 0.009
H -4.072 -3.033 -2.127 0.011
H 5.352 4.638 -1.734 0.039
```

---

An isolated ion of composition CH3O2S and charge -1 in a non-equilibrium geometry, computed with ωB97M-V/def2-TZVPD.

Its energy above the lowest of the compared OMol25 structures with the same formula, charge and spin is 112.83 kcal per mole. The total charge is -1. The calculation puts the electronic energy at -588.46277 a.u. Its SMILES is C=[S@@H](=O)[O-]. For the LUMO energy, the calculation gives 4.20 eV.

```
7
Properties=species:S:1:pos:R:3:nbo_charge:R:1
S 0.360 -0.103 1.538 1.794
O 0.780 0.944 2.461 -0.997
O 0.377 -1.453 2.047 -1.005
C 1.080 -0.194 -0.565 -0.844
H -1.262 0.227 1.369 -0.180
H 0.338 -0.960 -0.837 0.118
H 0.555 0.830 -0.971 0.114
```

---

Question: Which value of total charge does entry 8 give?
Answer: -1